C14H14Cl3MnN3O2Se2 as an isolated structure, computed with ωB97M-V with the def2-TZVPD basis set.

**E**: -8190.4463 Ha
**Net charge**: +2
**Expectation value of S²**: 3.822
**Max |F|**: 1.3 eV/Å
**Multiplicity**: 4

Last column: natural (NBO) charge in e.
Element x y z (Å)
1 Mn 0.460 0.172 -0.059  0.861
2 C 0.101 1.413 3.284  -0.778
3 Se 1.444 1.276 1.894  0.608
4 C 2.435 -0.232 2.612  -0.568
5 C 3.453 -0.696 1.596  -0.575
6 Se 2.605 -1.228 -0.083  0.536
7 C 3.777 -0.281 -1.297  -0.756
8 H -0.273 0.427 3.550  0.234
9 H -0.697 2.048 2.909  0.255
10 H 0.576 1.889 4.136  0.269
11 H 1.719 -1.007 2.879  0.232
12 H 2.917 0.122 3.521  0.272
13 H 3.984 -1.569 1.967  0.274
14 H 4.177 0.077 1.351  0.254
15 H 3.741 0.784 -1.100  0.245
16 H 3.443 -0.507 -2.306  0.258
17 H 4.770 -0.692 -1.136  0.262
18 Cl -5.973 -1.446 1.952  0.219
19 C -4.595 -0.676 1.394  0.042
20 C -3.351 -1.372 1.505  -0.193
21 C -2.263 -0.736 1.050  -0.099
22 Cl -0.655 -1.455 1.109  0.205
23 C -2.287 0.583 0.472  0.459
24 O -1.230 1.130 0.072  -0.605
25 C -3.576 1.241 0.380  -0.056
26 Cl -3.628 2.777 -0.306  0.187
27 C -4.697 0.608 0.839  -0.238
28 H -3.315 -2.367 1.928  0.279
29 H -5.662 1.092 0.772  0.283
30 N -0.576 -1.441 -3.845  -0.745
31 C -0.045 -0.586 -2.982  0.684
32 O -0.164 -0.825 -1.723  -0.731
33 C 0.657 0.570 -3.488  -0.516
34 C 1.065 1.273 -2.392  0.603
35 N 1.199 1.429 -1.246  -0.542
36 C 0.892 0.815 -4.869  0.231
37 N 1.103 0.953 -5.991  -0.218
38 H -1.031 -2.275 -3.511  0.428
39 H -0.502 -1.288 -4.840  0.438

Forces on the atoms, in the same order (eV/Å):
Mn 0.4 -0.8 -0.9
C -0.1 0.0 -0.1
Se -0.1 0.2 -0.1
C 0.1 0.0 0.1
C 0.1 -0.1 0.1
Se -0.5 0.1 0.1
C 0.1 -0.1 -0.1
H 0.0 0.0 0.0
H 0.0 0.0 0.0
H 0.0 0.0 0.1
H 0.0 -0.1 0.0
H 0.1 0.0 0.0
H 0.1 0.0 0.0
H 0.0 0.1 0.0
H 0.0 0.0 0.0
H 0.0 0.0 0.0
H 0.1 0.0 -0.1
Cl -0.3 -0.1 0.1
C 0.1 0.0 0.0
C -0.4 -0.1 0.1
C 0.5 0.3 -0.2
Cl -0.6 -0.5 0.4
C -0.1 -0.3 0.1
O 0.1 0.5 0.0
C 0.2 -0.2 0.0
Cl 0.0 0.2 -0.1
C 0.0 -0.2 0.1
H -0.1 0.0 0.0
H 0.0 0.0 0.0
N 0.0 -0.1 0.0
C 0.0 0.0 -0.2
O 0.1 0.3 0.4
C -0.2 -0.2 -0.3
C 0.0 -0.1 0.0
N 0.5 1.1 -0.1
C 0.1 0.0 0.3
N -0.1 0.0 0.1
H 0.0 0.0 0.0
H 0.0 0.0 0.0